Computed, not measured: a molecular structure, C6H7HoLiO6 at a distorted geometry, with ωB97M-V with the def2-TZVPD basis set.

Each line ends with the Mulliken spin population.
Positions of all 21 atoms, in Å:
Ho: 2.3897 2.8264 -0.6715  5.164
O: -4.1364 -0.5988 0.3922  -0.001
O: -4.4181 1.4017 -0.5195  0.012
O: -2.4661 0.9750 0.4752  0.058
O: 0.9830 -0.9964 -0.7453  -0.018
O: 2.2817 0.4883 0.3613  -0.021
O: 0.4083 1.3221 -0.6010  -0.159
C: -3.7528 0.5208 0.0335  0.007
C: 2.3298 -1.2432 -1.1557  0.022
C: -1.5681 0.0778 0.8707  0.426
C: 3.1367 -0.5966 -0.0404  -0.020
C: -0.1553 0.4432 0.8860  -0.222
C: 0.9536 0.1899 -0.0671  -0.280
Li: -5.7867 -0.0924 -0.6963  0.000
H: 2.4743 -2.3250 -1.2313  0.007
H: 0.0187 1.2353 1.6277  0.071
H: -1.9816 -0.4679 1.7337  -0.004
H: 2.5182 -0.7683 -2.1293  -0.007
H: 4.0954 -0.1835 -0.3697  0.018
H: 3.2857 -1.2676 0.8153  0.003
H: -0.6100 -0.9405 1.0314  -0.056

Output
2S+1 ... 6
Molar mass ... 346.99 g mol⁻¹
E_tot ... -1639.0229 hartree
Charge ... +2

Computed, not measured: a molecular structure, C6H7IN2O3S at a distorted geometry, with ωB97M-V with the def2-TZVPD basis set.

Each line ends with the Mulliken charge.
Positions of all 20 atoms, in Å:
I: -2.7463 1.9384 -1.9469  0.249
S: -1.6540 3.7341 -2.9409  -0.476
O: 0.3703 2.5892 0.6255  -0.567
O: -0.4226 -1.2333 1.9229  -0.302
O: 1.3436 -1.0125 0.5695  -0.514
N: -0.1667 -0.4625 -2.0353  -0.447
N: 1.0801 1.3408 -1.1405  0.052
C: 0.9669 0.2118 -1.9607  -0.208
C: 0.3025 1.5732 -0.0366  0.225
C: 0.2375 -0.6838 0.8527  0.398
C: -1.0652 -0.1286 -1.1489  -0.932
C: -0.6632 0.3639 0.2234  0.606
C: 0.3453 -2.2246 2.5369  -0.731
H: -1.2942 0.6853 0.9985  0.298
H: 0.5135 -3.0807 2.0038  0.366
H: -0.1647 -2.6826 3.4585  0.253
H: -1.8752 -0.7966 -1.2666  0.740
H: 1.9012 1.9201 -1.0166  0.243
H: 1.3598 -1.8824 2.9690  0.270
H: 1.6315 -0.1690 -2.6677  0.477

Output
2S+1 ... 1
Molar mass ... 314.10 g mol⁻¹
E_tot ... -1263.8428 hartree

Computed, not measured: 2 unconnected molecules or ions with the total composition C6H7INO, with ωB97M-V with the def2-TZVPD basis set.

Each line ends with the Mulliken charge.
Positions of all 16 atoms, in Å:
I: 3.9264 -3.3537 0.2038  -0.516
O: 0.9871 -2.6794 0.7824  -0.303
N: -0.0674 0.6868 -1.2471  -0.535
C: -1.9461 0.8684 0.2198  -0.319
C: 1.6032 -3.8206 0.2313  -0.489
C: -1.2489 0.2652 -0.8183  -0.171
C: -0.1373 2.4040 0.4123  -0.328
C: 0.4729 1.7341 -0.6393  -0.166
C: -1.3752 1.9610 0.8494  -0.225
H: 0.9188 -1.9873 0.1167  0.257
H: 1.5071 -3.6984 -0.8646  0.048
H: 0.3557 3.2461 0.8785  0.341
H: 1.4459 2.0485 -1.0013  0.351
H: -1.8805 2.4526 1.6706  0.355
H: -1.6563 -0.6041 -1.3232  0.356
H: -2.9054 0.4769 0.5291  0.345

Output
2S+1 ... 1
Molar mass ... 236.03 g mol⁻¹
E_tot ... -660.4785 hartree
Charge ... -1

Computed, not measured: a molecular structure, C6H7IrO6 at a distorted geometry, with ωB97M-V with the def2-TZVPD basis set.

Each line ends with the Mulliken spin population.
Positions of all 20 atoms, in Å:
Ir: 0.7936 0.6614 2.2302  3.013
O: 2.1643 -0.2654 1.2522  0.440
O: -0.4971 -0.6425 1.7019  0.155
O: 3.7998 0.7959 0.1030  0.141
O: -0.2979 1.0114 0.1066  0.098
O: 2.1706 -0.3317 -0.9261  0.026
O: -1.9162 -0.5107 -0.1918  0.014
C: -2.5559 0.7685 -0.3017  -0.001
C: 1.3952 -1.5021 -0.6932  -0.007
C: -1.3760 1.6965 -0.5535  0.006
C: -0.6976 -0.3015 0.3560  0.047
C: 2.7684 0.1769 0.1707  -0.016
C: 0.3277 -1.3672 0.3698  0.053
H: -0.1023 -2.3625 0.5285  0.001
H: -1.4843 2.6806 -0.0879  0.005
H: -3.2661 0.7262 -1.1323  0.001
H: -3.0766 1.0062 0.6360  0.001
H: 0.9200 -1.7393 -1.6506  0.014
H: -1.1305 1.7817 -1.6197  0.004
H: 2.0609 -2.2823 -0.2982  0.006

Output
2S+1 ... 5
Molar mass ... 367.33 g mol⁻¹
E_tot ... -787.5390 hartree
Charge ... +2

Computed, not measured: a molecular structure, C6H7LiMgO6 at a distorted geometry, with ωB97M-V with the def2-TZVPD basis set.

Each line ends with the Mulliken spin population.
Positions of all 21 atoms, in Å:
Mg: 1.2616 -0.4648 1.8287  0.008
O: -1.0992 -0.9405 -1.3563  0.000
O: 1.2438 3.2299 1.0931  -0.001
O: 0.1454 1.3426 1.7817  0.016
O: 2.1428 1.1596 0.9506  0.002
O: 1.3059 -1.4198 0.2066  0.003
O: 0.3951 0.6936 -1.6981  -0.002
C: 0.5389 -2.4490 -0.3338  0.000
C: -1.1242 1.8504 1.5795  0.794
C: -0.1714 -2.0369 -1.6081  0.000
C: -0.6916 0.2860 -1.3487  0.006
C: 1.3000 2.0494 1.2932  0.020
C: -1.8606 1.4704 0.4652  0.004
Li: 2.0307 0.0263 -0.7955  0.000
H: 1.1686 -3.3193 -0.5936  0.000
H: -2.7877 0.9220 0.6535  0.064
H: -1.3299 2.7357 2.1789  0.021
H: -0.2182 -2.8273 0.3758  0.000
H: -0.7932 -2.8516 -1.9933  0.000
H: 0.5247 -1.7133 -2.3934  0.000
H: -1.9816 2.2565 -0.2857  0.066

Output
2S+1 ... 2
Molar mass ... 206.36 g mol⁻¹
ΔE to the lowest compared entry with this formula, charge and spin ... 92.8 kcal/mol
Charge ... +1

Computed, not measured: a single C6H7N molecule at a distorted geometry, with ωB97M-V with the def2-TZVPD basis set.

Each line ends with the Mulliken charge.
Positions of all 14 atoms, in Å:
N: 0.4780 2.1016 -0.0985  -0.618
C: 1.9072 -0.3549 -0.7812  -0.920
C: -0.1386 1.0389 -0.5675  -0.074
C: -0.3685 -1.2871 -0.1881  -0.296
C: -1.2744 -0.1862 0.7549  -0.533
C: 0.5762 -0.2843 -0.6931  0.348
C: -1.9869 0.0042 1.7121  -0.088
H: -2.6663 0.1451 2.5200  0.414
H: -1.1198 -1.5700 -0.9259  0.224
H: 0.0600 -2.1059 0.3898  0.351
H: -0.9018 1.1713 -1.3556  0.315
H: 2.4928 0.5391 -0.9690  0.325
H: 0.5130 2.0921 0.9244  0.263
H: 2.4289 -1.3038 -0.7222  0.290

Output
2S+1 ... 1
Molar mass ... 93.13 g mol⁻¹
SMILES string ... [H]/N=C\C(=C)CC#C
ΔE to the lowest compared entry with this formula, charge and spin ... 151.2 kcal/mol